1.
C7H11BO4S2 | ωB97M-V/def2-TZVPD

```
25
C7H11BO4S2 (ωB97M-V/def2-TZVPD)
C 2.743 0.822 1.819
O 1.791 0.687 0.815
C 2.241 0.086 -0.264
O 3.330 -0.449 -0.353
C 1.261 0.221 -1.434
C 0.136 1.238 -1.097
C -1.040 0.612 -0.475
B -2.148 1.456 0.272
O -3.257 0.806 0.629
O -1.783 2.747 0.608
C -0.989 -0.741 -0.645
S -2.229 -1.906 -0.177
C -1.513 -3.560 -0.355
S 0.368 -1.309 -1.602
H 3.566 1.686 1.760
H 3.372 0.009 1.839
H 2.157 0.905 2.765
H 1.731 0.642 -2.401
H -0.144 1.690 -2.011
H 0.528 1.875 -0.384
H -4.035 1.375 0.651
H -2.161 3.087 1.404
H -2.084 -4.305 0.109
H -0.496 -3.744 0.021
H -1.346 -3.931 -1.495
```

## Properties
* relative energy (zero: lowest compared OMol25 entry of this formula, charge and spin): 0.0 kJ/mol
* E_tot: -1395.5739 Eh
* LUMO: 0.010 Ha
* SMILES string: COC(=O)[C@@H]1CC(B(O)O)=C(SC)S1
* frontier orbital gap: 8.0 eV

Atom charges from the natural (NBO) analysis, given in e for atoms 1 to 6: number 1, C, carries -0.268; number 2, O, carries -0.497; number 3, C, carries 0.785; number 4, O, carries -0.594; number 5, C, carries -0.455; number 6, C, carries -0.411

2.
C7H11ClN2O4S | ωB97M-V/def2-TZVPD

```
26
C7H11ClN2O4S (ωB97M-V/def2-TZVPD)
C 0.083 -2.261 -1.484
N -0.036 -0.769 -1.709
C 1.214 -0.012 -1.324
C 1.099 0.879 0.046
Cl 2.219 2.378 -0.229
C -0.392 1.492 0.356
N -0.889 2.273 -0.856
C -2.223 2.632 -0.635
O -3.560 2.710 -0.883
C -1.474 0.410 0.953
C -0.733 -0.757 1.838
O 0.449 -0.309 2.592
S 1.781 0.014 1.567
O 2.643 -1.235 1.235
O 2.682 1.059 2.330
H -0.862 -2.642 -0.863
H 0.058 -2.872 -2.509
H 1.037 -2.595 -0.884
H -0.161 -0.585 -2.743
H 1.445 0.734 -2.223
H 2.137 -0.752 -1.279
H -0.239 2.308 1.214
H -2.324 0.869 1.612
H -1.997 -0.136 0.036
H -0.418 -1.696 1.214
H -1.539 -1.138 2.628
```

## Properties
* relative energy (zero: lowest compared OMol25 entry of this formula, charge and spin): 228.3 kJ/mol
* E_tot: -1541.9126 Eh
* LUMO: -0.032 Ha
* SMILES string: CNC[C@@]1(Cl)[C@@H](N=C=O)CCOS1(=O)=O
* frontier orbital gap: 9.1 eV

Atom charges from the natural (NBO) analysis, given in e for atoms 1 to 6: number 1, C, carries -0.453; number 2, N, carries -0.668; number 3, C, carries -0.280; number 4, C, carries -0.198; number 5, Cl, carries 0.014; number 6, C, carries -0.103

3.
C7H11ClSSi | ωB97M-V/def2-TZVPD

```
21
C7H11ClSSi (ωB97M-V/def2-TZVPD)
C 1.168 -3.617 -0.739
Si 1.508 -2.103 0.360
C 3.300 -2.170 0.905
C 0.392 -0.767 0.495
Cl 0.873 0.483 1.610
H 0.310 -4.186 -0.257
H 1.052 -3.481 -1.828
H 2.048 -4.194 -0.600
H 3.237 -2.697 1.788
H 3.901 -2.864 0.307
H 3.755 -1.190 1.148
H -0.680 -0.759 0.083
C -3.355 3.192 -0.365
C -2.256 3.552 0.490
C -1.049 3.068 0.075
S -1.127 2.329 -1.410
C -2.873 2.442 -1.382
H -4.297 3.513 -0.250
H -2.290 4.188 1.324
H -0.066 3.201 0.523
H -3.553 2.059 -2.277
```

## Properties
* relative energy (zero: lowest compared OMol25 entry of this formula, charge and spin): 382.2 kJ/mol
* E_tot: -1421.1009 Eh
* LUMO: 0.016 Ha
* SMILES string: C[Si](C)=CCl.c1ccsc1
* frontier orbital gap: 8.2 eV

Atom charges from the natural (NBO) analysis, given in e for atoms 1 to 6: number 1, C, carries -1.113; number 2, Si, carries 1.489; number 3, C, carries -1.119; number 4, C, carries -0.969; number 5, Cl, carries -0.040; number 6, H, carries 0.250

4.
C7H11ClSi | ωB97M-V/def2-TZVPD

```
20
C7H11ClSi (ωB97M-V/def2-TZVPD)
C -0.832 -1.366 1.301
C 0.169 -0.978 2.291
C -0.843 -0.943 0.023
C 0.976 0.065 1.912
C -1.899 -1.530 -0.929
C 1.812 0.303 -1.720
C 0.023 2.248 -0.218
Si 0.505 0.431 -0.360
Cl 1.963 0.931 2.965
H -1.505 -2.245 1.494
H 0.119 -1.179 3.416
H -2.527 -2.298 -0.371
H -1.453 -1.771 -1.878
H -2.499 -0.652 -1.198
H 1.906 1.334 -2.076
H 2.713 -0.064 -1.443
H 1.454 -0.211 -2.675
H 0.256 2.788 -1.186
H -1.045 2.333 0.144
H 0.706 2.805 0.509
```

## Properties
* relative energy (zero: lowest compared OMol25 entry of this formula, charge and spin): 123.0 kJ/mol
* E_tot: -1022.9229 Eh
* LUMO: 0.022 Ha
* frontier orbital gap: 8.5 eV

Atom charges from the natural (NBO) analysis, given in e for atoms 1 to 6: number 1, C, carries -0.199; number 2, C, carries -0.347; number 3, C, carries -0.407; number 4, C, carries -0.285; number 5, C, carries -0.633; number 6, C, carries -1.107

5.
C7H11F3N2O2 | ωB97M-V/def2-TZVPD

```
25
C7H11F3N2O2 (ωB97M-V/def2-TZVPD)
C 1.694 1.137 0.854
C 0.680 0.794 1.988
C 0.836 1.495 -0.354
C -0.311 -0.347 1.623
C -0.277 0.365 -0.647
C -2.056 -1.004 0.034
C 0.719 -1.654 -1.504
N -0.958 -0.184 0.343
N -0.857 0.690 -1.968
O -2.062 0.467 -2.092
O -0.144 1.217 -2.819
F 1.009 -2.235 -0.341
F -0.069 -2.382 -2.276
F 1.926 -1.675 -2.128
H 2.192 2.030 1.145
H 2.455 0.287 0.732
H 1.037 0.408 2.870
H 0.099 1.765 2.092
H 0.408 2.499 -0.134
H 1.387 1.562 -1.380
H 0.299 -1.333 1.603
H -1.026 -0.470 2.483
H -2.176 -1.686 0.912
H -2.944 -0.321 -0.022
H -1.861 -1.425 -1.017
```

## Properties
* relative energy (zero: lowest compared OMol25 entry of this formula, charge and spin): 340.4 kJ/mol
* E_tot: -832.7008 Eh
* LUMO (alpha / beta): -0.028 / -0.028 Ha
* frontier orbital gap (alpha / beta): 7.6 / 7.6 eV

Atom charges from the natural (NBO) analysis, given in e for atoms 1 to 6: number 1, C, carries -0.408; number 2, C, carries -0.397; number 3, C, carries -0.471; number 4, C, carries -0.212; number 5, C, carries 0.391; number 6, C, carries -0.422

6.
C7H11FN2 | ωB97M-V/def2-TZVPD

```
21
C7H11FN2 (ωB97M-V/def2-TZVPD)
C -1.094 -1.416 -0.485
C 0.815 1.715 0.109
C 0.377 0.470 0.250
C 2.098 -1.292 0.618
C 0.970 -0.478 1.254
C -2.346 0.859 0.105
C -0.706 -0.051 -0.629
N -1.450 -2.505 -0.483
N -0.683 0.417 -1.970
F -2.411 0.591 1.424
H 0.404 2.391 -0.622
H 1.600 2.100 0.737
H 1.730 -1.868 -0.231
H 2.518 -1.986 1.342
H 2.891 -0.631 0.270
H 1.370 0.091 2.094
H 0.197 -1.153 1.629
H -3.185 0.419 -0.420
H -2.151 1.909 -0.071
H -1.198 -0.177 -2.608
H 0.254 0.595 -2.312
```

## Properties
* relative energy (zero: lowest compared OMol25 entry of this formula, charge and spin): 51.3 kJ/mol
* E_tot: -482.6219 Eh
* LUMO: 0.028 Ha
* frontier orbital gap: 9.6 eV

Atom charges from the natural (NBO) analysis, given in e for atoms 1 to 6: number 1, C, carries 0.247; number 2, C, carries -0.401; number 3, C, carries 0.012; number 4, C, carries -0.594; number 5, C, carries -0.438; number 6, C, carries 0.118